*A*
C3H8P2 | ωB97M-V with the def2-TZVPD basis set

Geometry as XYZ:
```
13
Properties=species:S:1:pos:R:3:lowdin_charge:R:1
P 0.871 -0.636 -0.891 0.52
P 3.024 -0.527 -0.856 0.40
C -1.993 -0.141 0.190 -0.18
C -1.019 0.882 0.723 -0.28
C 0.478 0.574 0.145 -0.54
H -0.926 0.836 1.738 0.06
H -1.032 1.867 0.285 0.09
H 2.723 -1.694 0.071 -0.12
H -2.973 -0.166 0.816 0.10
H -2.240 0.143 -0.824 0.07
H 1.325 1.278 0.332 0.02
H 3.508 -1.257 -2.030 -0.16
H -1.747 -1.159 0.300 0.03
```

As for the charge: 0. As for the SMILES: CCC=P#[PH2]. The HOMO-LUMO gap comes out at 9.3 eV. The value obtained for the HOMO energy is -8.6 eV. The spin multiplicity is 1.

=====

*B*
C3H8P2 | ωB97M-V with the def2-TZVPD basis set

Geometry as XYZ:
```
13
Properties=species:S:1:pos:R:3:lowdin_charge:R:1
P 0.091 0.102 -1.632 0.77
P -2.795 -0.828 -0.519 0.67
C 1.137 0.531 -0.196 -0.58
C -1.433 0.057 -0.671 -0.95
C 1.225 -0.465 0.957 -0.18
H 0.245 -0.922 1.011 0.02
H -1.309 1.372 0.289 0.17
H 2.162 0.820 -0.568 0.08
H -3.610 0.113 0.346 -0.12
H 2.154 -1.182 0.724 0.12
H 0.276 -1.217 -1.722 -0.10
H 0.634 1.462 0.068 0.01
H 1.220 0.158 1.913 0.09
```

As for the charge: 0. The HOMO-LUMO gap comes out at 8.9 eV. The value obtained for the HOMO energy is -8.8 eV. The spin multiplicity is 1.

=====

*A* has the most favorable energy; the next structure is 1.840 eV above.

=====

*A*
C7H14O | ωB97M-V with the def2-TZVPD basis set

Geometry as XYZ:
```
22
Properties=species:S:1:pos:R:3:lowdin_charge:R:1
O 1.188 -2.661 2.438 -0.14
C -2.125 0.004 0.116 -0.07
C 0.255 2.220 0.672 -0.03
C -0.105 1.429 -0.270 -0.42
C 0.011 1.889 -1.713 -0.11
C -0.132 -1.106 -0.316 -0.20
C 1.248 -1.050 -1.164 -0.08
C -0.838 0.209 -0.063 -0.39
H -0.644 -1.876 -0.719 0.03
H 0.944 3.138 0.739 0.06
H 2.082 -0.698 -0.729 -0.01
H 1.322 -2.121 -1.554 0.07
H -1.003 2.246 -1.935 0.06
H 0.689 -2.131 3.038 -0.01
H -2.652 -0.849 0.234 -0.05
H -2.781 0.820 0.235 -0.02
H 1.185 -0.366 -2.128 0.08
H 0.600 -2.792 1.628 0.04
H 0.089 1.966 1.744 0.04
H 0.803 2.688 -1.948 0.10
H -0.112 1.147 -2.394 0.00
H 0.085 -1.453 0.703 0.05
```

As for the charge: -1. The expectation value of S² is 0.753. The HOMO-LUMO gap (alpha / beta) comes out at 2.5 / 8.1 eV. The value obtained for the HOMO energy (alpha / beta) is 1.4 / -4.3 eV. The spin multiplicity is 2.

=====

*B*
C7H14O | ωB97M-V with the def2-TZVPD basis set

Geometry as XYZ:
```
22
Properties=species:S:1:pos:R:3:lowdin_charge:R:1
O 5.224 4.837 0.969 -0.18
C -0.716 -1.033 0.041 -0.27
C -0.958 0.345 0.123 -0.23
C 0.498 -1.599 -0.228 -0.22
C -2.561 2.203 0.589 -0.24
C -2.187 0.848 0.345 -0.33
C 0.465 -3.069 -0.759 -0.34
C -0.895 -3.658 -1.181 -0.19
H 0.667 -3.800 0.155 0.09
H -2.804 2.260 1.667 0.05
H -1.191 -3.068 -2.061 0.06
H -0.097 1.011 -0.080 0.10
H 5.326 3.771 0.915 0.11
H -2.994 0.136 0.645 0.09
H -1.626 -1.605 0.088 0.06
H 4.226 5.010 0.907 0.06
H -3.438 2.705 0.003 0.07
H 1.264 -0.920 -0.676 0.06
H -0.771 -4.773 -1.166 0.06
H 1.245 -3.213 -1.542 0.08
H -1.664 -3.372 -0.380 0.06
H -1.819 2.940 0.188 0.06
```

As for the charge: -1. The expectation value of S² is 0.769. The HOMO-LUMO gap (alpha / beta) comes out at 2.4 / 5.4 eV. The value obtained for the HOMO energy (alpha / beta) is 0.4 / -2.6 eV. The spin multiplicity is 2.

=====

*B* has the most favorable energy; the next structure is 1.418 eV above.

=====

*A*
C3H4Br2O | ωB97M-V with the def2-TZVPD basis set

Geometry as XYZ:
```
10
Properties=species:S:1:pos:R:3:lowdin_charge:R:1
Br -2.306 2.462 0.365 0.28
Br -1.493 -1.405 -0.025 0.69
O 0.591 0.911 -2.257 0.20
C 0.485 0.255 -1.324 -0.25
C 0.299 -0.659 -0.390 -0.69
C 1.071 -0.752 0.809 -0.21
H 0.988 -1.743 1.251 0.07
H 0.496 -0.134 1.507 0.07
H 2.129 -0.353 0.736 0.12
H -2.260 1.418 -0.672 -0.27
```

As for the charge: 0. As for the SMILES: CC(Br)=C=O.Br. The HOMO-LUMO gap comes out at 8.4 eV. The value obtained for the HOMO energy is -9.0 eV. The spin multiplicity is 1.

=====

*B*
C3H4Br2O | ωB97M-V with the def2-TZVPD basis set

Geometry as XYZ:
```
10
Properties=species:S:1:pos:R:3:lowdin_charge:R:1
Br 0.552 1.884 -1.882 0.69
Br -1.290 -0.569 -2.345 0.70
O -1.063 0.760 0.085 -0.24
C -0.282 0.064 1.065 -0.23
C -0.319 0.426 -1.076 -1.28
C 0.813 -0.708 0.287 0.06
H 0.578 -1.735 -0.030 0.08
H 1.752 -0.421 0.503 0.03
H 0.159 0.788 1.756 0.12
H -0.900 -0.489 1.638 0.07
```

As for the charge: 0. The HOMO-LUMO gap comes out at 9.3 eV. The value obtained for the HOMO energy is -9.2 eV. The spin multiplicity is 1.

=====

*A* has the most favorable energy; the next structure is 1.582 eV above.